1.
The following is a DFT calculation (wB97M-V/def2-TZVPD) of a cluster of 2 separate species, C4H7O3 in total.

Computed properties:
Frontier orbital gap, eV: 8.973
Energy relative to the best compared isomer or geometry (same formula, charge and spin), kcal/mol: 56.5
Multiplicity: 1
Charge: +1

CARTESIAN COORDINATES (ANGSTROEM)
C: 0.268 -4.671 1.036
C: 0.731 0.561 -0.512
C: -0.433 2.731 -0.340
C: 0.680 1.968 -0.956
O: 0.454 -0.659 -0.559
O: 1.628 1.297 0.012
O: -0.018 -3.488 0.819
H: 1.167 -5.013 0.489
H: -0.331 -5.412 1.598
H: -1.381 2.312 -0.547
H: -0.592 2.704 0.697
H: -0.338 3.760 -0.782
H: 1.085 2.261 -1.946
H: 0.689 -1.283 0.150



2.
The following is a DFT calculation (wB97M-V/def2-TZVPD) of a cluster of 2 separate species, C4H7O3S in total.

Computed properties:
Frontier orbital gap, eV: 7.125
Energy relative to the best compared isomer or geometry (same formula, charge and spin), kcal/mol: 16.1
Multiplicity: 1
Charge: -1

CARTESIAN COORDINATES (ANGSTROEM)
C: 0.390 2.034 1.094
C: -0.425 -1.153 -0.393
C: 1.131 1.756 0.072
C: 0.810 -1.562 0.440
O: 0.161 1.189 2.134
O: -0.252 3.232 1.431
O: 0.704 -1.334 1.669
S: 2.236 -2.004 -0.359
H: -1.307 -1.423 0.066
H: -0.573 -1.736 -1.332
H: -0.372 -0.086 -0.459
H: 1.441 0.740 0.017
H: 1.125 2.412 -0.785
H: 0.570 0.330 1.859
H: -0.988 2.829 1.986



3.
The following is a DFT calculation (wB97M-V/def2-TZVPD) of a cluster of 2 separate species, C4H7O4 in total.

Computed properties:
Frontier orbital gap, eV: 8.592
Energy relative to the best compared isomer or geometry (same formula, charge and spin), kcal/mol: 11.5
Multiplicity: 1
Charge: -1

CARTESIAN COORDINATES (ANGSTROEM)
O: 1.738 -0.529 -1.413
C: 0.868 -1.012 -0.664
O: 0.258 -2.109 -0.806
C: 0.521 -0.219 0.610
C: 0.934 1.259 0.578
C: -0.191 2.214 0.876
O: -0.189 3.364 0.499
H: 0.919 -0.707 1.496
H: -0.550 -0.357 0.778
H: 1.717 1.449 1.322
H: 1.325 1.482 -0.397
H: -1.029 1.857 1.508
H: -2.495 -2.547 -2.064
H: -1.420 -2.081 -1.084
O: -2.406 -2.065 -1.239



4.
The following is a DFT calculation (wB97M-V/def2-TZVPD) of a structure of composition C4H7OPb.

Computed properties:
Frontier orbital gap, eV: 7.092
Energy relative to the best compared isomer or geometry (same formula, charge and spin), kcal/mol: 39.3
Multiplicity: 1
Charge: +1

CARTESIAN COORDINATES (ANGSTROEM)
C: 0.886 -0.423 -2.035
C: 0.871 0.071 -0.602
C: -0.272 -0.298 0.260
O: -0.097 -0.232 1.579
Pb: -1.471 0.570 2.875
H: 0.037 -1.022 -2.368
H: 1.305 1.056 -0.419
H: 1.286 0.263 -2.782
H: -0.726 -1.250 -0.081
C: 1.825 -1.022 -1.046
H: 1.620 -2.034 -0.688
H: 2.880 -0.754 -1.094
H: -1.535 0.503 0.442



5.
The following is a DFT calculation (wB97M-V/def2-TZVPD) of a cluster of 2 separate species, C4H7OS2 in total.

Computed properties:
Frontier orbital gap (alpha / beta), eV: 5.402 / 5.400
Energy relative to the best compared isomer or geometry (same formula, charge and spin), kcal/mol: 66.4
Multiplicity: 1
Charge: -1

CARTESIAN COORDINATES (ANGSTROEM)
C: 2.354 0.608 0.341
C: -0.606 -1.564 0.861
C: -0.808 1.116 -1.526
C: -0.302 -0.053 0.994
O: 2.599 1.649 0.789
S: 2.776 -0.621 -0.566
S: -1.564 0.961 0.228
H: -1.193 -1.798 1.782
H: 0.265 -2.159 0.875
H: -1.051 -1.663 -0.254
H: -0.608 0.032 -1.806
H: 0.078 1.697 -1.725
H: -1.700 1.613 -2.037
H: -0.239 0.182 2.044



6.
The following is a DFT calculation (wB97M-V/def2-TZVPD) of a cluster of 2 separate species, C4H7P in total.

Computed properties:
Frontier orbital gap, eV: 9.488
Energy relative to the best compared isomer or geometry (same formula, charge and spin), kcal/mol: 86.8
Multiplicity: 1

CARTESIAN COORDINATES (ANGSTROEM)
C: -1.035 -0.706 -0.230
C: 0.807 1.172 -0.487
C: 0.907 0.589 0.923
C: 0.331 -0.214 -0.196
P: -1.450 -2.254 -0.661
H: -1.655 0.103 0.258
H: 0.074 1.968 -0.365
H: 1.618 1.525 -1.091
H: 1.854 0.253 1.428
H: 0.106 0.924 1.521
H: 1.409 -1.255 -0.836
H: -2.966 -2.104 -0.265



7.
The following is a DFT calculation (wB97M-V/def2-TZVPD) of a cluster of 2 separate species, C4H7PS in total.

Computed properties:
Frontier orbital gap (alpha / beta), eV: 7.316 / 9.020
Energy relative to the best compared isomer or geometry (same formula, charge and spin), kcal/mol: 115.8
Multiplicity: 1

CARTESIAN COORDINATES (ANGSTROEM)
C: 1.040 0.665 -0.402
C: 0.440 -0.612 -1.070
C: -0.041 1.154 0.531
C: -0.866 0.041 0.922
P: -0.362 -1.610 0.395
S: -1.828 1.184 0.135
H: 1.845 0.403 0.213
H: 1.414 1.365 -1.158
H: -0.286 -0.213 -1.942
H: 1.314 -1.107 -1.659
H: 0.249 1.827 1.189
H: -1.442 -1.088 3.067
H: -1.478 -2.010 -0.221



8.
The following is a DFT calculation (wB97M-V/def2-TZVPD) of a cluster of 2 separate species, C4H8 in total.

Computed properties:
Frontier orbital gap, eV: 11.051
Energy relative to the best compared isomer or geometry (same formula, charge and spin), kcal/mol: 61.3
SMILES string: C=C.C=C
Multiplicity: 1

CARTESIAN COORDINATES (ANGSTROEM)
C: -1.768 -0.490 -0.420
C: -1.428 0.460 0.418
H: -2.550 -0.530 -1.192
H: -0.946 -1.195 -0.585
H: -2.127 1.217 0.692
H: -0.470 0.543 1.099
C: 1.451 -0.548 0.313
C: 1.459 0.553 -0.493
H: 0.894 -0.690 1.239
H: 2.238 -1.412 0.269
H: 0.753 1.377 -0.451
H: 2.493 0.715 -0.888



9.
The following is a DFT calculation (wB97M-V/def2-TZVPD) of a cluster of 2 separate species, C4H8 in total.

Computed properties:
Frontier orbital gap, eV: 11.321
Energy relative to the best compared isomer or geometry (same formula, charge and spin), kcal/mol: 47.6
SMILES string: C=C.C=C
Multiplicity: 1

CARTESIAN COORDINATES (ANGSTROEM)
C: -0.434 1.065 -1.444
C: 0.266 1.772 -2.330
H: -0.626 0.049 -1.706
H: -0.665 1.321 -0.382
H: 0.691 1.303 -3.217
H: 0.451 2.824 -2.084
C: -0.393 -1.917 1.905
C: 0.495 -0.910 1.921
H: -1.299 -1.615 2.417
H: -0.072 -2.973 1.695
H: 0.125 0.113 1.835
H: 1.460 -1.031 1.389